No. 1
Density functional theory data (ωB97M-V/def2-TZVPD) for a molecular structure, C28H27MgN3SSi.

Geometry as XYZ:
```
61
C28H27MgN3SSi, DFT ωB97M-V/def2-TZVPD
C -0.848 -1.147 2.105
C -2.041 -1.162 1.201
C -2.119 -2.594 0.732
H -2.916 -0.610 1.526
C -1.049 -3.287 1.287
C -0.358 -2.459 2.227
H 0.339 -2.816 2.982
H -0.499 -0.257 2.641
H -3.044 -2.995 0.275
H -0.771 -4.324 1.082
Mg 0.603 -0.671 0.580
C -0.211 4.200 -0.265
H 0.659 4.677 -1.016
H -0.810 3.802 -1.143
H -0.179 5.244 0.069
Si -1.542 -0.550 -0.656
C -2.202 1.057 -1.460
C -3.499 1.356 -1.032
H -3.867 0.890 -0.117
C -4.330 2.168 -1.824
H -5.369 2.291 -1.533
C -3.869 2.768 -2.994
H -4.538 3.373 -3.618
C -2.533 2.581 -3.358
H -2.155 3.087 -4.248
C -1.692 1.774 -2.576
H -0.638 1.700 -2.853
C -1.293 -1.563 -2.161
C -2.249 -1.512 -3.197
H -2.887 -0.634 -3.329
C -2.456 -2.650 -3.980
H -3.315 -2.706 -4.632
C -1.602 -3.745 -3.923
H -1.781 -4.630 -4.538
C -0.500 -3.645 -3.089
H 0.163 -4.493 -3.032
C -0.271 -2.510 -2.311
H 0.668 -2.434 -1.779
H -1.170 4.013 0.388
H 0.533 3.634 0.328
N 3.982 0.796 2.132
C 3.661 0.439 3.435
C 4.387 0.639 4.600
C 3.879 0.025 5.763
C 2.751 -0.803 5.679
C 2.039 -0.994 4.486
C 2.549 -0.410 3.321
N 2.210 -0.558 1.991
C 3.129 0.156 1.289
C 3.054 0.422 -0.131
C 3.681 1.415 -0.860
S 3.079 1.464 -2.505
C 1.873 0.285 -2.079
N 1.995 -0.175 -0.837
H 4.645 1.514 1.872
H 5.320 1.203 4.555
H 4.383 0.184 6.721
H 2.424 -1.330 6.575
H 1.117 -1.554 4.434
H 4.379 2.135 -0.446
H 1.102 -0.075 -2.755
```

No. 2
Density functional theory data (ωB97M-V/def2-TZVPD) for a molecular structure, C15H23AsF6I2IrNSSe2Te.

## Properties
Charge: +2

Geometry as XYZ:
```
53
C15H23AsF6I2IrNSSe2Te, DFT ωB97M-V/def2-TZVPD
Ir 0.072 0.608 -0.171
C -4.513 -2.302 0.357
Se -2.985 -1.646 1.371
C -1.651 -2.766 0.470
C -0.275 -2.838 1.118
Se 0.748 -1.190 1.437
C -0.043 -0.710 3.149
H -4.345 -2.140 -0.705
H -5.395 -1.768 0.702
H -4.616 -3.362 0.575
H -1.602 -2.441 -0.561
H -2.084 -3.768 0.490
H 0.375 -3.443 0.486
H -0.306 -3.301 2.105
H 0.091 -1.565 3.809
H -1.093 -0.462 3.056
H 0.515 0.133 3.550
I 2.643 0.648 -1.070
C 3.052 2.180 0.347
I 1.203 2.436 1.380
H 3.298 3.108 -0.156
H 3.815 1.866 1.051
S -0.923 2.383 -1.461
C -1.174 1.809 -3.037
N -1.379 1.470 -4.117
C -6.612 4.175 3.266
C -5.610 3.364 2.505
C -4.261 3.367 2.855
C -3.320 2.630 2.160
C -1.889 2.724 2.591
C -3.752 1.860 1.069
Te -2.526 0.677 -0.148
C -5.113 1.822 0.685
C -5.701 1.049 -0.473
C -6.005 2.586 1.426
H -6.162 4.672 4.122
H -7.428 3.544 3.620
H -7.051 4.937 2.619
H -3.935 3.965 3.697
H -1.818 3.101 3.609
H -1.359 3.429 1.943
H -1.398 1.746 2.556
H -5.085 0.242 -0.862
H -5.903 1.726 -1.306
H -6.654 0.611 -0.177
H -7.052 2.566 1.145
F -0.529 -0.835 -1.494
As 0.413 -1.967 -2.937
F 1.184 -0.468 -3.285
F 1.549 -2.146 -1.634
F 1.245 -2.898 -4.049
F -0.500 -3.221 -2.215
F -0.921 -1.519 -3.871
```

No. 3
Density functional theory data (ωB97M-V/def2-TZVPD) for 3 unconnected molecules or ions with the total composition C2H6O4.

Geometry as XYZ:
```
12
C2H6O4, DFT ωB97M-V/def2-TZVPD
C -0.188 0.770 0.075
C 1.846 0.428 -0.610
O -2.173 -0.715 -0.510
O -0.139 -0.170 -0.769
O -2.055 -1.406 0.744
O -0.543 0.590 1.313
H -1.816 -2.306 0.480
H -0.968 -0.324 1.375
H -0.124 1.825 -0.201
H 1.911 1.126 -1.433
H 2.089 -0.601 -0.828
H 2.159 0.784 0.365
```

Which relative energy (zero: lowest compared OMol25 entry of this formula, charge and spin) belongs to each record? In order, 122.7, 21.9, 180.8 kcal per mole.